Entry 1:
Density functional theory data (the ωB97M-V functional and the def2-TZVPD basis) for H37O18 as an isolated structure at a distorted geometry.

```
55
Properties=species:S:1:pos:R:3:forces:R:3
O -3.4967 1.5343 -0.7704 1.4 -0.4 -0.5
H -0.6994 -3.3164 4.9179 0.6 0.2 -0.5
H -2.8995 2.3036 -0.8814 0.0 0.0 0.4
O -2.1625 0.6447 2.2685 -1.0 0.4 1.1
H 6.0796 -0.0073 -0.6562 0.5 0.4 0.0
O 0.4539 -1.7627 -3.9013 -1.1 -0.7 1.2
H 0.5672 -1.5292 -4.8188 0.7 0.5 0.0
H -5.5121 2.9527 0.5389 -1.3 1.1 0.3
O -0.8760 4.3154 2.3325 0.1 -0.7 -0.4
H -1.8168 0.8481 1.4028 0.7 -0.8 -0.1
H -0.8197 5.0779 1.7461 -0.1 0.2 0.6
O 1.5204 -4.7121 2.0313 -0.3 0.0 -0.1
H 1.0881 -5.5789 2.0313 0.2 0.3 0.0
H -0.2934 3.1411 -1.1266 0.3 0.3 -0.1
O 5.4915 0.6000 -0.2059 -1.1 -0.1 0.1
H 5.8403 1.4957 -0.1624 0.5 -0.3 -0.2
H -0.2801 1.8822 0.7231 0.0 0.0 -0.5
O 1.7137 -1.1105 0.6808 -0.2 0.2 -0.1
H -1.3418 -3.2996 -2.3145 0.1 -0.2 0.4
H 4.8838 -1.2125 2.8250 0.2 0.0 0.3
O -0.8318 -2.4626 1.4580 0.8 -0.3 0.3
H -0.3551 -3.0178 2.1042 -0.8 -0.3 0.0
H -0.2242 -1.7213 1.4402 -0.9 0.7 -0.1
O 3.3628 -0.3759 -3.3770 0.2 0.0 0.3
H 3.7615 0.0088 -4.1663 0.0 0.0 0.1
H -4.2062 3.0720 0.7263 0.6 1.4 0.8
O -1.0884 2.3666 0.4876 0.3 -0.4 0.9
H 1.1288 -1.8270 0.9675 0.8 -0.2 -0.4
H -1.0636 4.5502 3.2426 -0.1 0.5 -0.1
O 2.2073 2.2825 -1.1712 0.0 1.8 -0.7
H 2.8321 2.1688 -0.4564 -0.3 -1.1 0.1
H 1.6019 1.5938 -1.4307 0.4 -0.7 0.6
O -1.0732 -0.3784 -1.2048 -0.9 1.7 0.8
H -1.6416 -0.9295 -1.7463 1.5 -1.2 0.3
H -0.1268 -0.4684 -1.3058 -0.1 -0.7 -0.5
O -1.2735 -3.3484 4.1364 -0.2 -0.2 1.5
H 4.0220 -0.2517 -2.6750 -0.3 0.1 -0.3
H -2.0651 -3.5998 4.6385 -0.4 0.0 -0.8
O -0.4711 3.1989 -2.0730 -0.5 -0.2 -0.6
H -1.2375 2.8018 1.3596 -0.1 0.6 -0.4
H 0.2518 3.6333 -2.5455 -0.1 -0.1 0.6
O -3.4208 0.1107 -2.6782 3.0 -1.8 -0.5
H -2.5628 0.2106 -3.1593 -0.5 1.0 -0.8
H -3.2148 -0.8726 -2.5690 -1.5 0.7 0.6
O -4.9613 3.6723 0.9102 0.6 -2.3 -1.0
H -3.0409 0.7824 -1.7304 -2.2 -0.1 0.6
H 2.4507 -4.8796 2.1977 0.1 -0.1 0.1
O 4.9743 -0.2534 2.8483 -0.4 -0.3 -0.3
H 1.0399 -1.3344 -3.2586 0.3 0.1 -1.3
H 4.4440 -0.0176 2.0770 0.2 0.4 0.0
O -2.0151 -2.9605 -1.7137 -0.6 0.6 -0.6
H -2.0031 -0.2316 2.6469 0.2 0.1 -0.9
H -1.9085 -3.3051 -0.8203 0.4 0.0 -0.1
H 2.4088 -1.5386 0.1722 0.0 -0.1 0.0
H -3.1410 1.0550 0.0078 -0.1 0.3 0.0
```
Positions in Å, forces in eV/Å.

Values from the calculation:
Gap between HOMO and LUMO = 10.41 eV
Energy above the lowest of the compared OMol25 structures with the same formula, charge and spin = 130.3 kcal/mol
E_LUMO = -2.786 eV
Net charge = +1
E_HOMO = -13.201 eV

Entry 2:
Density functional theory data (the ωB97M-V functional and the def2-TZVPD basis) for C30H27Br2IrN4OS2 as an isolated structure at a distorted geometry.

```
67
Properties=species:S:1:pos:R:3:forces:R:3
Ir -0.3166 -0.2037 -0.0173 0.6 -0.5 0.7
C 2.8624 -0.0685 -0.6499 0.1 0.0 0.0
N 1.8446 -0.9270 0.0021 -0.2 -0.1 -0.1
C 2.1283 -0.9016 1.4709 0.0 0.0 0.0
C 0.9687 -1.4266 2.2845 0.0 0.0 0.0
N -0.2577 -0.5856 2.0926 -0.2 -0.2 0.1
C -0.2027 0.6019 3.0061 0.0 0.1 -0.1
C -1.4800 -1.3151 2.5057 -0.1 0.0 -0.1
C -1.4818 -2.1681 3.5951 0.0 0.0 0.0
C -2.6670 -2.7753 3.9883 0.1 0.0 0.0
C -3.8385 -2.5180 3.2960 -0.1 0.0 0.0
C -3.8330 -1.6668 2.2029 0.0 0.0 0.0
C -2.6507 -1.0589 1.8005 0.1 0.1 0.1
S -2.6040 0.0531 0.4346 0.1 0.0 -0.2
C 1.9183 -2.2967 -0.5379 -0.1 -0.1 0.0
C 3.1460 -2.8861 -0.8172 0.0 0.0 0.0
C 3.2106 -4.1706 -1.3337 0.0 0.0 0.0
C 2.0452 -4.8827 -1.5708 0.0 0.0 0.0
C 0.8195 -4.3140 -1.2786 0.0 0.0 0.0
C 0.7472 -3.0245 -0.7563 0.2 0.1 0.0
S -0.8176 -2.4159 -0.2425 0.1 0.6 0.0
H 3.8643 -0.3542 -0.3295 0.0 0.0 0.0
H 2.6860 0.9607 -0.3502 0.0 -0.1 0.0
H 2.8010 -0.1885 -1.7275 0.0 0.0 0.0
H 2.3378 0.1355 1.7287 0.0 0.0 0.0
H 3.0201 -1.5003 1.6737 0.0 0.0 0.0
H 1.2493 -1.4225 3.3387 0.0 0.0 0.0
H 0.7187 -2.4483 2.0000 0.0 0.0 0.0
H -0.2025 0.2301 4.0300 0.0 0.0 0.0
H -1.0944 1.2027 2.8367 0.0 0.0 0.0
H 0.6863 1.1920 2.8164 0.0 0.0 0.0
H -0.5740 -2.3696 4.1477 0.0 0.0 0.0
H -2.6686 -3.4487 4.8342 0.0 0.0 0.0
H -4.7620 -2.9926 3.5992 0.0 0.0 0.0
H -4.7425 -1.4823 1.6460 0.0 0.0 0.0
H 4.0678 -2.3507 -0.6413 0.0 0.0 0.0
H 4.1732 -4.6097 -1.5563 0.0 0.0 0.0
H 2.0909 -5.8830 -1.9795 0.0 0.0 0.0
H -0.0953 -4.8681 -1.4450 0.0 0.0 0.0
Br 2.7699 3.2139 2.2864 0.0 0.0 0.0
C 1.2799 3.7225 1.2423 -0.1 -0.2 -0.1
C 0.9409 5.0840 1.1373 0.0 0.1 0.0
C -0.1178 5.4907 0.3779 0.0 0.0 0.0
Br -0.5329 7.3308 0.2703 0.0 0.0 0.0
C -0.8989 4.5425 -0.3326 0.1 0.0 0.1
C -2.0042 4.8286 -1.1607 0.0 0.0 -0.1
C -2.6529 3.8065 -1.8006 0.0 0.1 0.0
C -2.2076 2.4870 -1.6156 0.0 0.0 0.0
N -1.1907 2.1937 -0.8434 -0.3 0.2 -0.3
C -0.5410 3.1846 -0.2088 0.1 0.0 0.1
C 0.5598 2.7437 0.5879 -0.1 0.4 0.1
O 0.8506 1.4726 0.6435 -0.2 -0.3 -0.3
H 1.5361 5.8120 1.6710 0.0 0.0 0.0
H -2.3254 5.8537 -1.2842 0.0 0.0 0.0
H -3.5017 3.9979 -2.4416 0.0 0.0 0.0
H -2.7112 1.6601 -2.1075 0.0 0.0 0.0
C -0.1586 0.2699 -4.8634 0.0 0.0 0.1
C -1.0700 -0.5921 -4.2799 0.0 0.0 0.0
C -1.0917 -0.7158 -2.9027 -0.1 -0.1 0.0
N -0.2590 -0.0288 -2.1150 -0.1 0.0 0.2
C 0.6004 0.8329 -2.6749 0.0 0.1 0.0
C 0.6897 0.9995 -4.0401 0.0 0.0 0.0
H -0.1166 0.3840 -5.9380 0.0 0.0 0.0
H -1.7665 -1.1685 -4.8713 0.0 0.0 0.0
H -1.7883 -1.3716 -2.3984 0.0 0.0 -0.1
H 1.2057 1.4112 -1.9928 0.0 0.0 0.0
H 1.4045 1.7029 -4.4422 0.0 0.0 0.0
```
Positions in Å, forces in eV/Å.

Values from the calculation:
Gap between HOMO and LUMO (alpha / beta) = 7.35 / 5.13 eV
Energy above the lowest of the compared OMol25 structures with the same formula, charge and spin = 0.5 kcal/mol
E_LUMO (alpha / beta) = -2.835 / -5.046 eV
Net charge = +1
E_HOMO (alpha / beta) = -10.188 / -10.172 eV
Multiplicity = 2

Entry 3:
Density functional theory data (the ωB97M-V functional and the def2-TZVPD basis) for a 5-piece molecular cluster, C29H30B2N5O13 overall at a distorted geometry.

```
79
Properties=species:S:1:pos:R:3:forces:R:3
C -0.8646 0.9060 0.4133 -0.3 -1.3 1.0
C -0.9330 -0.4484 0.9028 -0.4 1.1 -0.3
C -0.6142 -0.6501 2.4223 -0.1 -0.2 -2.3
O 0.8123 -0.4024 2.4542 -1.6 -0.4 -0.1
B 1.1617 -0.9233 3.8254 1.1 0.0 0.4
B 1.4663 0.5016 4.6707 0.2 0.8 1.5
C 0.3365 1.6250 5.0393 -0.1 0.1 -0.5
O 2.8108 0.8348 5.0878 -1.2 0.3 0.3
O 0.0824 -1.8274 4.2831 -0.6 -0.4 -1.8
C -0.6254 -2.1143 3.0458 0.1 2.5 3.3
O -1.9847 -2.4239 3.4886 0.5 -0.7 -2.3
N -2.1763 -2.0413 4.7980 -0.6 1.0 1.4
O -2.9240 -1.1247 4.8650 0.3 -0.8 -0.1
H -1.7568 1.5692 0.5940 1.8 0.2 1.4
H 0.0704 1.2874 -0.0702 -1.7 -0.6 -1.2
H -1.2129 -1.2824 0.2002 2.4 0.8 0.8
H -1.1354 0.1774 2.9744 0.0 -1.2 0.2
H 2.1891 -1.5538 3.7090 0.3 -0.7 0.0
H 0.3472 2.4134 4.2243 0.0 -0.5 1.0
H 0.4943 2.0891 6.0531 0.0 -0.2 -1.0
H -0.7000 1.1896 5.0303 0.9 0.3 0.0
H 3.2109 0.0969 5.5589 0.1 -0.2 -0.6
H -0.0317 -2.9261 2.5578 -1.3 0.5 -0.4
C 1.7827 -0.4160 -5.0928 -0.3 0.1 0.0
C 0.7397 -0.0376 -5.9410 0.0 0.0 0.3
C -0.4589 0.4287 -5.4084 0.0 0.0 -0.2
C -0.5919 0.5135 -4.0272 0.6 -0.2 -0.4
C 0.4369 0.1326 -3.1826 0.0 0.0 0.3
C 1.6262 -0.3339 -3.7127 0.1 -0.2 -0.1
N -1.8167 1.0172 -3.4189 0.0 -0.1 -0.1
O -2.7469 1.3392 -4.1381 0.1 0.0 0.1
O -1.8093 1.0810 -2.2042 -0.6 0.1 -0.3
H 2.7177 -0.7742 -5.5107 -0.1 0.0 0.0
H 0.8632 -0.1041 -7.0157 -0.1 0.0 0.1
H -1.2632 0.7200 -6.0714 -0.1 0.0 0.2
H 0.3259 0.1948 -2.1059 -0.2 0.0 -0.1
H 2.4291 -0.6284 -3.0256 -1.0 0.2 -1.2
C -4.7975 -6.2044 0.6664 0.0 0.0 0.0
C -4.7248 -4.8240 0.5205 0.1 -0.2 0.0
C -3.5026 -4.2145 0.2703 0.0 0.1 0.0
C -2.3612 -4.9997 0.1642 -0.7 -0.3 0.2
C -2.4225 -6.3794 0.3160 0.1 -0.1 0.0
C -3.6481 -6.9809 0.5686 -0.1 0.2 0.0
N -1.0763 -4.3628 -0.1233 0.3 0.2 0.0
O -1.0597 -3.1522 -0.2306 0.0 -0.6 -0.2
O -0.1009 -5.0788 -0.2401 -0.1 0.0 0.0
H -5.7544 -6.6777 0.8564 0.1 0.0 0.0
H -5.6221 -4.2225 0.5993 0.1 0.0 0.0
H -3.4558 -3.1386 0.1589 0.2 -0.1 0.0
H -1.5336 -6.9919 0.2387 0.0 0.2 0.0
H -3.7088 -8.0561 0.6861 0.0 0.1 0.0
C -3.0834 4.9782 -1.9362 0.0 0.1 0.0
C -2.9962 6.3587 -2.0802 0.1 -0.2 0.0
C -1.7637 6.9586 -2.3003 -0.1 0.1 0.0
C -0.6257 6.1641 -2.3785 -0.7 -0.3 0.1
C -0.7024 4.7839 -2.2281 0.1 -0.1 0.0
C -1.9390 4.1917 -2.0055 -0.1 0.1 0.0
N 0.6712 6.7909 -2.6353 0.2 0.1 0.0
O 0.7047 8.0032 -2.7434 0.0 0.0 0.0
O 1.6425 6.0673 -2.7310 -0.1 0.0 0.0
H -4.0481 4.5122 -1.7701 0.1 0.0 0.0
H -3.8909 6.9673 -2.0238 0.1 0.0 0.0
H -1.7060 8.0335 -2.4112 0.2 -0.1 0.0
H 0.1829 4.1631 -2.2836 0.0 0.2 0.0
H -2.0118 3.1159 -1.8899 0.0 0.2 0.1
C 5.3369 0.1464 2.4853 -0.1 -0.1 -0.2
C 5.8463 0.6664 1.2989 -0.1 -0.1 0.0
C 5.2456 0.3528 0.0881 0.2 0.2 -0.1
C 4.1325 -0.4808 0.0797 0.3 0.2 0.6
C 3.6213 -1.0113 1.2596 -0.2 -0.2 0.0
C 4.2293 -0.6936 2.4657 0.6 0.2 0.0
N 3.4755 -0.7945 -1.1863 0.3 0.2 0.4
O 3.9480 -0.3205 -2.2215 0.6 -0.3 0.9
O 2.4869 -1.4979 -1.1437 0.2 -0.1 -0.1
H 5.8048 0.3994 3.4300 -0.1 0.0 0.0
H 6.7100 1.3201 1.3201 0.0 0.0 -0.1
H 5.6476 0.7629 -0.8293 -0.2 -0.1 0.0
H 2.7559 -1.6623 1.2551 0.0 0.2 0.0
H 3.8363 -1.0968 3.3910 0.0 0.1 -0.3
```
Positions in Å, forces in eV/Å.

Values from the calculation:
Gap between HOMO and LUMO = 5.36 eV
Energy above the lowest of the compared OMol25 structures with the same formula, charge and spin = 61.2 kcal/mol
E_LUMO = 1.346 eV
Net charge = -1
E_HOMO = -4.011 eV

Entry 4:
Density functional theory data (the ωB97M-V functional and the def2-TZVPD basis) for a 2-piece molecular cluster, C6H10O overall.

```
17
Properties=species:S:1:pos:R:3:forces:R:3
C 0.8140 0.6170 0.6991 0.3 -0.3 0.3
C 0.4957 -0.4548 1.4188 0.1 0.2 0.1
C 0.3939 -1.7101 0.5978 0.0 0.0 0.0
C 0.9045 -1.2636 -0.7904 0.0 -0.1 -0.2
C 0.9890 0.2816 -0.7568 -0.2 0.1 -0.2
H 0.9263 1.6213 1.0980 -0.1 -0.2 -0.1
H 0.2724 -0.4384 2.4777 0.0 0.0 0.0
H 0.9840 -2.5406 1.0067 -0.1 0.2 0.0
H -0.6474 -2.0572 0.5734 0.1 0.0 -0.1
H 1.8942 -1.6886 -0.9837 -0.1 0.1 0.1
H 0.2516 -1.6179 -1.5900 0.1 0.0 0.0
H 0.1616 0.7475 -1.3242 0.3 -0.2 0.0
H 1.9249 0.6508 -1.1973 -0.2 0.0 0.2
C -1.8973 2.0277 -0.5026 -0.4 0.2 0.4
O -1.9374 1.9497 0.6975 0.0 -0.1 -0.5
H -1.5182 2.9382 -0.9996 0.1 -0.1 -0.1
H -2.2893 1.2344 -1.1698 0.1 0.0 0.2
```
Positions in Å, forces in eV/Å.

Values from the calculation:
Gap between HOMO and LUMO = 9.86 eV
Energy above the lowest of the compared OMol25 structures with the same formula, charge and spin = 26.4 kcal/mol
E_LUMO = 0.885 eV
Net charge = 0
E_HOMO = -8.973 eV
Structure (SMILES) = C1=CCCC1.C=O

| no. | total energy (eV) |
| --- | --- |
| 1 | -37447.7811 |
| 2 | -204146.7037 |
| 3 | -65964.2570 |
| 4 | -8430.0959 |